DFT (ωB97M-V/def2-TZVPD) results for a 6-piece molecular cluster, C29H72N8O9 overall in a non-equilibrium geometry.

The value obtained for the energy is -61575.53110 eV. The calculation puts the HOMO-LUMO gap (spin up / spin down) at 7.44 / 2.71 eV. The expectation value of S² is 0.7546.

```
! wB97M-V def2-TZVPD RIJCOSX def2/J DEFGRID3
* xyz 1 2
C 6.07 -1.39 2.81
O 4.84 -1.43 2.09
C 5.03 -1.60 0.65
C 3.70 -1.31 -0.10
N 3.47 0.17 -0.30
C 3.46 0.99 0.89
C 3.30 2.46 0.51
O 2.20 2.60 -0.35
C 1.91 3.81 -1.03
H 6.81 -0.81 2.25
H 6.46 -2.40 2.98
H 5.90 -0.96 3.79
H 5.35 -2.61 0.41
H 5.77 -0.90 0.25
H 2.89 -1.72 0.50
H 3.66 -1.90 -1.01
H 4.19 0.57 -0.89
H 4.48 0.86 1.26
H 2.72 0.84 1.67
H 4.25 2.79 0.11
H 3.17 3.06 1.40
H 2.66 3.84 -1.82
H 2.08 4.65 -0.36
H 0.95 3.86 -1.53
C -2.03 5.04 9.39
O -2.21 4.44 8.09
C -1.03 4.18 7.30
C -1.42 3.30 6.05
N -0.75 3.84 4.85
C -1.28 3.34 3.55
C -0.56 4.06 2.43
O -1.09 5.44 2.36
C -0.08 6.21 1.74
H -2.07 4.26 10.15
H -2.89 5.69 9.58
H -1.10 5.60 9.53
H -0.32 3.69 7.97
H -0.64 5.17 7.09
H -2.47 3.39 5.80
H -1.26 2.23 6.21
H -0.47 4.81 4.89
H -2.36 3.52 3.56
H -1.20 2.25 3.54
H -0.64 3.62 1.44
H 0.50 4.07 2.67
H -0.50 7.21 1.62
H 0.11 5.85 0.73
H 0.79 6.31 2.39
C -4.04 1.27 6.12
O -3.55 1.19 4.80
C -3.75 -0.05 4.09
C -2.98 -0.06 2.77
N -3.47 0.93 1.87
C -4.74 0.57 1.19
C -4.63 -0.72 0.39
O -4.98 -1.85 1.15
C -5.11 -3.03 0.40
H -5.12 1.44 6.16
H -3.59 2.10 6.66
H -3.71 0.43 6.74
H -4.81 -0.17 3.89
H -3.34 -0.92 4.61
H -2.82 -1.02 2.27
H -2.02 0.27 3.18
H -3.84 1.58 2.55
H -5.12 1.25 0.43
H -5.46 0.41 2.00
H -3.62 -0.80 0.00
H -5.37 -0.73 -0.41
H -4.13 -3.45 0.14
H -5.67 -2.84 -0.51
H -5.57 -3.81 1.00
C 2.93 -1.19 -4.23
C 1.81 -1.77 -5.14
C 2.16 -1.25 -6.57
C 1.58 -2.05 -7.65
C 2.01 -3.53 -7.41
C 1.55 -4.18 -6.09
N 1.95 -3.27 -5.00
O 1.69 -3.68 -3.67
C 0.06 -4.49 -6.15
C 2.30 -5.52 -5.96
C 0.46 -1.18 -4.77
H 3.09 -0.19 -4.62
H 3.89 -1.71 -4.31
H 2.61 -1.15 -3.19
H 1.64 -0.30 -6.67
H 3.23 -1.18 -6.78
H 2.10 -1.59 -8.49
H 0.51 -1.89 -7.77
H 3.10 -3.63 -7.41
H 1.66 -3.96 -8.35
H -0.24 -5.15 -5.34
H -0.59 -3.66 -6.42
H -0.04 -5.15 -7.01
H 2.04 -6.31 -6.67
H 3.39 -5.46 -6.00
H 2.10 -5.94 -4.98
H 0.09 -1.58 -3.83
H -0.24 -1.50 -5.55
H 0.41 -0.10 -4.58
H 0.75 -3.55 -3.56
C -2.18 -3.86 -2.65
O -2.54 -4.72 -3.43
N -1.25 -3.87 -1.73
N -2.71 -2.61 -2.80
H -0.81 -4.73 -1.44
H -1.06 -3.06 -1.15
H -2.24 -1.92 -2.23
H -3.42 -2.38 -3.48
C -0.37 -0.33 -0.78
O -1.24 -1.10 -1.04
N -0.65 0.64 0.04
N 0.81 -0.34 -1.28
H -1.62 0.74 0.32
H -0.01 1.42 0.13
H 0.88 -0.98 -2.06
H 1.57 0.18 -0.87
*
```

---

DFT (ωB97M-V/def2-TZVPD) results for a 12-piece molecular cluster, C29H72O12 overall in a non-equilibrium geometry.

The structure (SMILES) is CC(C)=O.CC(C)=O.CC(C)=O.CC(C)=O.CC(C)=O.CCO.CCO.CCO.CCO.CCO.CCO.CCO. The value obtained for the relative energy (zero: lowest compared OMol25 entry of this formula, charge and spin) is 0.00 kcal per mole. The value obtained for the energy is -55808.48095 eV. The calculation puts the HOMO-LUMO gap at 9.78 eV.

```
! wB97M-V def2-TZVPD RIJCOSX def2/J DEFGRID3
* xyz 0 1
C -4.62 2.06 1.07
C -4.74 2.92 -0.12
C -4.54 2.30 -1.49
O -5.10 4.06 0.02
H -4.30 2.73 1.92
H -3.88 1.28 0.85
H -5.54 1.54 1.32
H -4.49 3.06 -2.24
H -5.33 1.57 -1.72
H -3.57 1.82 -1.47
C 0.93 1.45 5.75
C -0.16 1.63 4.69
C -0.84 0.43 4.16
O -0.30 2.78 4.22
H 1.74 1.12 5.12
H 0.67 0.79 6.57
H 1.21 2.40 6.19
H -0.12 -0.25 3.64
H -1.60 0.72 3.46
H -1.24 -0.16 4.95
C -1.02 3.99 1.28
C 0.12 3.95 0.38
C 1.28 4.87 0.54
O 0.17 3.13 -0.53
H -1.59 4.91 1.10
H -0.65 3.92 2.33
H -1.62 3.13 1.18
H 0.93 5.87 0.24
H 2.11 4.67 -0.12
H 1.67 4.93 1.53
C 0.04 -0.37 -4.67
C 0.66 -0.73 -5.96
C 0.56 -2.20 -6.23
O 1.26 0.02 -6.69
H -0.97 -0.10 -4.96
H 0.49 0.49 -4.22
H -0.07 -1.16 -3.96
H 1.39 -2.62 -5.61
H 0.77 -2.37 -7.27
H -0.38 -2.52 -5.83
C 1.17 4.12 -4.36
C 2.46 3.84 -3.65
C 2.74 2.42 -3.34
O 3.29 4.70 -3.53
H 0.24 3.80 -3.84
H 1.17 3.43 -5.22
H 1.23 5.13 -4.66
H 1.87 2.01 -2.82
H 3.66 2.44 -2.74
H 2.90 1.91 -4.29
C -4.27 -2.98 -1.46
C -3.83 -1.50 -1.62
O -3.24 -1.04 -0.36
H -3.43 -3.68 -1.36
H -4.89 -3.24 -2.32
H -4.87 -3.07 -0.54
H -4.75 -0.92 -1.87
H -3.13 -1.50 -2.43
H -2.76 -0.23 -0.56
C -4.72 -2.37 2.47
C -3.51 -3.19 2.03
O -2.46 -3.22 3.02
H -5.40 -2.85 3.22
H -5.33 -2.06 1.65
H -4.39 -1.46 2.97
H -2.97 -2.83 1.17
H -3.80 -4.30 1.97
H -2.76 -3.73 3.79
C 0.01 -3.62 -0.25
C 1.30 -3.09 -0.67
O 2.11 -2.83 0.48
H 0.23 -4.61 0.24
H -0.60 -3.85 -1.12
H -0.52 -3.01 0.49
H 1.26 -2.17 -1.30
H 1.88 -3.80 -1.25
H 2.91 -2.36 0.21
C 4.23 -0.99 -2.21
C 5.00 -0.49 -0.99
O 4.59 -1.33 0.09
H 4.44 -0.29 -3.06
H 3.13 -1.00 -2.13
H 4.57 -2.03 -2.42
H 4.68 0.55 -0.79
H 6.12 -0.53 -1.09
H 5.16 -1.20 0.84
C 1.10 -4.34 3.36
C 1.98 -3.17 3.75
O 1.67 -2.06 2.97
H 1.32 -4.58 2.32
H 0.05 -4.04 3.43
H 1.21 -5.24 3.95
H 3.05 -3.45 3.68
H 1.81 -2.92 4.79
H 1.73 -2.31 2.01
C 2.82 1.83 1.35
C 3.84 1.15 2.27
O 3.27 0.37 3.31
H 1.96 2.11 1.95
H 2.49 1.11 0.55
H 3.29 2.75 0.89
H 4.38 2.00 2.70
H 4.60 0.69 1.66
H 2.97 -0.48 2.93
C -0.24 -0.07 0.45
C -0.33 -0.02 -1.03
O -1.33 0.89 -1.45
H 0.12 0.90 0.86
H 0.48 -0.80 0.78
H -1.21 -0.33 0.87
H -0.63 -0.98 -1.48
H 0.57 0.26 -1.55
H -1.01 1.75 -1.09
*
```